(a)
This record from the Open Molecules 2025 dataset describes a molecular structure, C31H27BF8O2S. The level of theory is wB97M-V/def2-TZVPD.

```
70
Properties=species:S:1:pos:R:3:nbo_charge:R:1
H 2.8319 2.2757 0.8402 0.2077
C -0.6155 -0.6964 -1.9303 -0.1133
C -1.4000 2.3574 -1.4722 -0.2083
C -2.9538 3.9337 -0.6343 0.3850
F -5.0552 1.1757 -0.9443 -0.3264
H 0.1341 -0.5809 3.7415 0.1902
C 1.6250 1.8080 -0.8858 0.0861
H -0.6323 3.1329 1.7271 0.2148
C 3.9583 2.5286 -0.9661 -0.2847
C -0.6559 -4.2041 1.6611 -0.1820
C 3.0464 0.2952 3.3809 -0.5946
H -2.6428 -0.3046 0.7675 0.2561
H 1.8889 -1.9667 4.3249 0.2029
H 1.2001 -2.8420 -0.8372 0.2520
H -2.2724 -5.3896 2.3482 0.2280
H 0.7924 1.6652 0.9889 0.2416
H 2.6130 2.3898 -4.0952 0.2319
H -3.6891 -0.5123 -3.3911 0.2531
C -0.7398 2.3129 -0.2412 -0.0426
H 2.9914 1.3199 2.9879 0.2028
F -0.3247 0.5056 -4.5895 -0.3369
C 3.8863 2.5497 -2.3626 0.3968
C 2.0603 -0.6073 2.6627 -0.1296
H 1.4133 -2.6491 2.7441 0.2129
F -4.0823 4.7009 -0.7917 -0.3318
H 2.9279 -1.7452 0.9840 0.1793
C 0.4463 1.4319 -0.0203 -0.3804
O 1.5626 -0.5096 0.1967 -0.7320
C 1.5664 1.9276 -2.2704 -0.2121
H 0.7063 1.0298 3.2882 0.1731
C 2.5378 -0.7361 1.1878 -0.0342
C -0.1804 -1.9882 0.5838 -0.0356
H 0.5921 -5.2111 0.1868 0.2294
C -3.2999 -0.3900 -1.2744 -0.1571
C -2.4999 3.1611 -1.6718 -0.2403
F -2.1395 -0.5494 -5.2526 -0.3162
H 0.4285 -0.8645 -2.1979 0.2498
H 0.6472 1.7470 -2.7970 0.2159
H 4.0733 -0.0679 3.2471 0.2108
H 3.3561 -0.0244 0.9810 0.1856
C 2.8101 2.2021 -0.2443 -0.1993
C 0.5314 -3.0092 0.0230 -0.3047
F 5.0076 2.8330 -3.0936 -0.3312
C 2.1288 -1.9938 3.2540 -0.5908
F -5.0266 -0.6129 0.3462 -0.3213
C -1.1197 -0.6110 -4.3544 0.9799
H -3.0215 3.1579 -2.6433 0.2279
C -1.5902 -0.6299 -2.9319 -0.1596
H 3.1442 -2.3934 3.1216 0.2057
F -5.5913 -0.7950 -1.7810 -0.3208
O -0.2588 0.0352 1.8399 -0.7473
C -2.9400 -0.5202 -2.6146 -0.1575
C -0.9781 -0.5616 -0.5852 -0.1414
C 0.2135 -4.2639 0.5872 -0.2599
B 0.2036 -0.1478 0.4869 0.7842
C -1.1876 -5.3724 2.4057 -0.6397
H -2.6724 4.5735 1.4041 0.2306
C -2.3343 -0.3932 -0.2718 -0.1013
C -2.3017 3.9550 0.6120 -0.2732
S -1.1060 -2.5691 1.9583 0.4789
C -1.1752 3.1422 0.7849 -0.1699
H -0.9141 -5.3394 3.4571 0.2273
H 4.8910 2.7561 -0.4742 0.2303
H 2.8270 0.3331 4.4563 0.2099
C -4.7382 -0.1721 -0.9152 0.9882
H -0.8000 -6.2941 1.9771 0.2310
C 2.6904 2.3126 -3.0209 -0.2784
F -0.3526 -1.7010 -4.6595 -0.3198
C 0.6364 -0.0138 2.9361 -0.0409
H -1.0785 1.6842 -2.2650 0.2155
```


(b)
This record from the Open Molecules 2025 dataset describes 2 unconnected molecules or ions with the total composition C31H27BF8O2S. The level of theory is wB97M-V/def2-TZVPD.

```
70
Properties=species:S:1:pos:R:3:nbo_charge:R:1
H 0.6569 -2.6116 5.6503 0.2272
H 3.7301 0.4889 3.2233 0.2680
H -5.0781 -1.8922 1.0201 0.1975
H -3.3292 0.0364 3.7700 0.1758
C 1.6020 -3.3768 1.0325 -0.0635
B -2.5018 1.4482 0.8637 0.7531
F 3.3205 2.2099 -1.3325 -0.3324
C -4.7728 -1.0796 1.6949 -0.6090
H -0.4857 -3.0370 3.7720 0.2325
H 2.7455 3.1519 0.7493 0.2348
C 1.3592 -1.9509 5.1378 -0.1051
H 1.8761 -0.6587 1.9994 0.2505
C 2.3725 -1.3185 5.8300 -0.2920
H -1.0564 2.9294 2.7313 0.2424
F 1.5470 2.0953 -2.6288 -0.3253
H -5.3134 -1.1988 2.6449 0.1995
F 2.4058 3.0965 3.6560 -0.3509
H -3.1130 -3.3187 1.9213 0.2045
F 2.1379 4.9827 2.5623 -0.3289
C -3.6548 2.8090 -1.0961 -0.2849
H -5.0389 -0.1139 1.2479 0.2525
C 1.4827 3.8557 2.9779 0.9793
C -4.5346 3.9168 -1.3483 -0.2609
F 2.1964 0.3240 -1.5006 -0.3468
H 2.4467 -3.9827 -0.8703 0.2638
C 1.2442 -1.8342 3.7249 -0.0999
C -0.2827 -5.4484 0.6326 -0.2981
O -2.9704 1.3087 2.2186 -0.7174
C -0.4337 2.6587 1.8838 -0.1893
C 2.0545 -0.8778 3.0543 -0.1348
H -1.1510 -4.8074 2.4842 0.2364
C 1.6661 -4.1454 -0.1253 -0.2919
C -5.7431 5.8136 -0.1109 -0.6315
H -3.2933 2.1619 -1.8882 0.2154
F 0.6427 -5.7817 -1.5173 -0.2963
F 4.2456 0.1222 5.7751 -0.2997
C -0.1483 1.6324 -0.2623 -0.1999
H -0.5552 1.0948 -1.1156 0.2339
C 0.8926 3.0827 1.8395 -0.1649
C 3.2328 -0.4964 5.0954 0.4819
C 0.5192 -3.5279 1.9497 -0.2013
O -2.7469 0.3259 -0.0106 -0.7157
C -4.8716 4.6223 -0.2128 -0.2228
H 2.4991 -1.4810 6.8990 0.2573
C -2.8684 -2.4454 2.5365 -0.5845
F 0.5463 4.2437 3.8863 -0.3227
H -6.1095 6.1141 -1.0959 0.2153
C -0.3833 -4.6177 1.7308 -0.0571
C -2.7697 0.0396 2.8221 -0.0375
C 2.0612 1.6876 -1.4276 0.9782
C 1.1828 2.0640 -0.2727 -0.1588
H -5.1816 6.6524 0.3088 0.2131
C 1.7195 2.8031 0.7636 -0.2109
H -3.2877 -2.5999 3.5389 0.2107
H 2.3994 -2.6625 1.2405 0.2381
C 0.7071 -5.1448 -0.3063 0.5059
H -2.8900 -1.7155 -0.1702 0.1714
C -3.2655 -1.1319 1.9104 -0.1202
C -0.9450 1.9331 0.8228 -0.1332
C 3.0686 -0.2154 3.7350 -0.2622
H -1.4279 -1.0992 0.6838 0.1290
C -3.3311 2.6592 0.2274 -0.3767
S -4.0975 3.9115 1.1768 0.3881
H -1.6856 -0.0854 3.0467 0.1300
H -6.6021 5.6009 0.5315 0.2120
H -1.7863 -2.4210 2.6320 0.1657
H -0.9621 -6.2926 0.5109 0.2603
C -2.5228 -0.9574 0.5444 -0.0366
C 0.3068 -2.7045 3.0942 0.1386
H -4.9108 4.1692 -2.3329 0.2011
```


Relative to the most stable one, in eV, the structures come out at (a) 1.879; (b) 0.000.